Record 1
The following is a quantum chemistry calculation of C5H6Br2O as an isolated structure, from the Open Molecules 2025 dataset.

Energy relative to the best compared isomer or geometry (same formula, charge and spin) in kJ/mol: 28.2
Kohn-Sham gap in eV: 9.3
LUMO energy in eV: 0.45
HOMO in Eh: -0.3246
DFT total energy in eV: -147411.4374

XYZ file:
```
14
Properties=species:S:1:pos:R:3:forces:R:3:lowdin_charge:R:1
Br -1.937 -2.302 -0.447 -0.017 0.005 -0.319 0.66
Br -2.204 0.737 -1.538 -0.186 -0.250 0.391 0.71
O -1.650 -0.097 1.019 -2.231 1.317 2.893 -0.21
C 0.625 -0.113 1.217 -0.424 0.171 0.640 -0.09
C 0.717 -0.262 -0.224 -4.852 -2.108 -1.263 -0.19
C -1.450 -0.434 -0.196 3.850 -0.801 -3.239 -1.21
C -0.564 -0.059 1.832 0.764 1.433 0.758 -0.10
C 1.126 0.688 -1.274 0.693 2.043 1.334 -0.12
H -0.841 0.303 2.877 0.685 -1.122 -1.540 0.16
H 1.429 1.614 -0.759 -0.115 0.073 -0.376 0.09
H 1.496 -0.097 1.806 1.028 0.303 0.775 0.10
H 0.857 -1.267 -0.611 0.128 -0.320 0.523 0.10
H 0.360 0.993 -2.014 0.392 -0.657 0.307 0.03
H 2.035 0.296 -1.688 0.283 -0.087 -0.884 0.07
```
Forces are in eV/Å.

***

Record 2
The following is a quantum chemistry calculation of a 2-piece molecular cluster, C2H8N overall, from the Open Molecules 2025 dataset.

Energy relative to the best compared isomer or geometry (same formula, charge and spin) in kJ/mol: 202.1
Kohn-Sham gap in eV: 12.3
LUMO energy in eV: -4.97
HOMO in Eh: -0.6363
DFT total energy in eV: -3685.0710
Charge: +1

XYZ file:
```
11
Properties=species:S:1:pos:R:3:forces:R:3:lowdin_charge:R:1
N 1.797 0.362 0.309 3.451 -0.790 0.520 0.24
C -0.584 0.392 0.134 -4.158 0.822 -0.777 -0.08
C 0.722 0.036 -0.239 -1.470 -3.246 -1.541 -0.16
H -1.001 1.000 -0.791 0.716 -1.278 1.706 0.08
H -1.794 2.799 -0.819 0.725 0.234 0.129 0.08
H -1.356 -0.498 0.200 1.898 1.408 -0.260 0.17
H 1.739 0.915 1.133 0.191 0.828 0.758 0.15
H 2.746 -0.100 0.145 -1.828 0.945 -0.173 0.21
H -0.721 1.010 1.015 0.191 0.173 0.080 0.09
H -1.050 2.795 -0.650 -0.899 0.404 -0.257 0.05
H 0.640 -0.754 -0.999 1.184 0.498 -0.184 0.17
```
Forces are in eV/Å.

***

Record 3
The following is a quantum chemistry calculation of one molecule with the formula C6H6O2, from the Open Molecules 2025 dataset.

Energy relative to the best compared isomer or geometry (same formula, charge and spin) in kJ/mol: 145.6
Kohn-Sham gap in eV: 9.2
SMILES string: C1=C2OCOC2=CC1
LUMO energy in eV: 0.95
HOMO in Eh: -0.3040
DFT total energy in eV: -10411.9003

XYZ file:
```
14
Properties=species:S:1:pos:R:3:forces:R:3:lowdin_charge:R:1
O -1.277 -1.162 -0.067 -0.067 -0.356 -0.590 0.06
O -1.219 1.206 0.035 -0.280 -0.766 -0.246 0.03
C -0.018 -0.733 0.007 3.294 1.129 -0.769 -0.24
C 2.185 -0.057 0.025 -0.347 1.082 1.173 -0.19
C 0.054 0.739 -0.022 0.237 -0.276 -0.014 -0.25
C 1.314 1.226 -0.085 -0.777 -2.498 0.818 0.03
C -2.060 -0.002 0.027 -0.746 1.462 0.917 -0.11
C 1.252 -1.212 -0.019 -2.335 1.255 0.093 -0.01
H -2.792 0.155 -0.780 0.346 -0.573 0.198 0.14
H 2.707 -0.113 1.006 -0.216 0.362 -0.317 0.13
H 1.524 -2.202 0.064 0.702 -1.944 -0.043 0.08
H -2.512 -0.095 1.016 -0.511 0.509 -0.125 0.14
H 1.709 2.196 0.044 0.074 0.838 -0.151 0.09
H 2.972 -0.059 -0.688 0.626 -0.222 -0.944 0.10
```
Forces are in eV/Å.

***

Record 4
The following is a quantum chemistry calculation of C27H62NNbO11P as an isolated structure, from the Open Molecules 2025 dataset.

Energy relative to the best compared isomer or geometry (same formula, charge and spin) in kJ/mol: 305.1
Kohn-Sham gap in eV: 5.4
LUMO energy in eV: 1.99
HOMO in Eh: -0.1272
DFT total energy in eV: -63849.4299
Charge: -1

XYZ file:
```
103
Properties=species:S:1:pos:R:3:forces:R:3:lowdin_charge:R:1
Nb 1.720 1.064 -0.577 1.018 -0.399 -0.030 1.22
P -1.637 -0.061 -0.597 1.534 -2.701 -2.048 0.64
O -5.685 0.833 -3.143 -1.012 -1.173 0.532 0.05
O 3.110 -3.892 -1.089 0.405 -1.431 -1.491 0.02
O -2.276 1.026 5.026 -1.250 -0.554 -0.678 0.04
O -0.922 -1.155 -1.488 -2.643 3.055 2.544 -0.48
O -0.748 4.677 -1.999 -1.683 0.377 0.444 0.04
O -2.521 -0.965 0.651 1.030 0.319 -2.341 -0.29
O 5.682 6.385 5.589 -0.095 1.588 0.547 0.05
O 3.582 3.132 2.400 0.057 1.859 0.826 0.01
O -2.785 0.761 -1.645 1.514 -2.381 1.081 -0.28
O -0.831 -7.243 -4.205 -1.209 -0.796 -0.894 0.04
O -2.124 -4.391 0.292 0.637 -0.322 -0.673 0.03
N 4.746 -0.038 -0.333 -0.719 -0.611 -0.405 -0.26
C -1.227 -5.902 -1.324 -0.502 -0.007 0.104 -0.03
C -1.931 4.804 -1.686 1.710 -0.449 -0.612 -0.50
C 3.137 -4.092 -3.468 -0.206 0.459 0.134 -0.01
C -0.434 1.207 0.214 -2.891 -0.313 1.386 -0.51
C 3.395 -4.580 -2.068 -0.443 1.151 1.383 -0.47
C 4.568 7.971 6.983 -0.234 -0.441 0.060 -0.03
C -1.148 -4.740 -0.370 -0.559 0.686 0.780 -0.48
C -1.758 -7.787 -4.804 1.287 0.816 0.857 -0.49
C 6.576 8.598 5.500 0.280 -0.279 -0.318 -0.03
C -3.202 0.483 4.427 1.419 0.411 0.737 -0.49
C 3.876 0.697 -1.328 -0.093 0.352 -1.099 -0.49
C -7.640 -0.529 -3.298 -0.047 0.292 -0.458 -0.04
C -5.989 -0.692 -1.331 0.440 0.314 0.050 -0.02
C 4.139 -1.343 0.133 0.848 -0.956 0.988 -0.25
C -3.083 -7.096 -4.986 0.123 0.436 0.247 -0.02
C 0.170 -4.021 -0.259 -0.428 0.117 0.330 -0.03
C 5.615 7.547 5.988 0.082 -1.667 -0.568 -0.49
C -2.417 6.023 -0.948 0.421 0.339 0.119 -0.04
C -2.947 3.748 -2.027 0.425 -0.137 -0.294 -0.04
C -4.527 1.174 4.245 0.055 0.486 0.203 -0.03
C -3.055 -0.899 3.848 0.348 0.036 0.189 -0.03
C 3.515 4.294 2.800 0.139 -1.980 -0.747 -0.49
C 4.015 -5.943 -1.911 0.044 -0.075 0.501 -0.03
C 2.468 4.719 3.795 -0.276 -0.389 0.117 -0.03
C 4.476 5.345 2.312 0.304 -0.169 -0.286 -0.03
C -6.375 -0.049 -2.637 1.099 1.212 -0.516 -0.49
C -1.611 -9.168 -5.383 0.472 -0.112 0.139 -0.03
H 4.387 1.728 -1.630 -1.031 -2.053 0.671 0.05
H -2.863 0.150 -2.445 0.282 1.037 1.500 0.08
H 2.688 -3.094 -3.427 0.096 -0.201 0.042 0.09
H 1.830 5.490 3.356 0.097 0.100 0.122 0.08
H -7.793 0.023 -4.231 0.054 -0.105 0.202 0.08
H -0.849 2.317 0.194 0.685 -2.319 -0.143 0.01
H -0.517 -6.677 -1.023 0.102 0.102 -0.217 0.09
H 3.481 -1.891 -0.666 1.424 1.630 1.572 0.03
H 3.752 0.092 -2.330 0.698 0.884 1.804 0.03
H 4.143 -6.164 -0.846 -0.032 0.086 -0.221 0.08
H 3.512 -1.255 1.138 1.041 -0.067 -2.102 0.06
H 5.174 4.895 1.598 -0.211 0.056 0.138 0.08
H -6.769 -0.520 -0.587 -0.050 -0.228 -0.052 0.09
H -0.603 -9.544 -5.175 -0.222 0.112 -0.032 0.08
H -5.319 0.591 4.722 -0.033 -0.040 -0.220 0.08
H -0.370 0.887 1.362 -0.198 0.581 -2.327 0.02
H -3.781 -1.574 4.308 -0.106 0.026 -0.153 0.08
H 3.361 -6.701 -2.349 0.155 0.013 -0.152 0.08
H -5.831 -1.764 -1.477 -0.180 0.000 0.128 0.09
H -3.292 -6.970 -6.052 -0.140 -0.157 0.070 0.08
H -7.556 -1.593 -3.532 -0.143 0.014 0.180 0.08
H 2.408 1.007 1.117 0.085 0.289 0.367 -0.13
H 7.145 8.999 6.341 -0.144 0.166 -0.056 0.08
H 4.996 -5.963 -2.393 -0.124 -0.121 -0.128 0.08
H 5.073 0.567 0.452 -0.987 -0.739 -0.922 0.08
H -2.839 5.729 0.016 -0.175 0.058 -0.118 0.08
H -3.165 6.546 -1.548 -0.129 -0.095 0.161 0.08
H 6.027 9.397 4.995 0.068 0.085 0.193 0.09
H 1.091 1.192 -2.270 0.014 0.484 -0.732 -0.15
H 2.444 -4.768 -3.975 0.171 -0.059 -0.092 0.08
H 1.960 2.861 -0.541 0.009 0.803 0.190 -0.18
H -3.719 4.170 -2.675 -0.147 0.010 0.192 0.08
H 0.078 -3.205 0.466 0.062 -0.116 -0.289 0.09
H 4.079 -4.029 -4.019 -0.091 -0.165 -0.082 0.08
H -3.874 -7.678 -4.509 -0.031 -0.027 -0.217 0.09
H -2.047 -1.274 4.057 -0.220 0.124 -0.068 0.09
H -1.755 -9.135 -6.466 -0.186 -0.099 0.085 0.08
H 1.502 -0.737 -0.616 0.025 -0.403 0.280 -0.11
H 3.946 7.109 7.245 0.157 0.181 -0.084 0.09
H 0.446 -3.599 -1.228 0.106 -0.035 0.149 0.08
H 1.846 3.857 4.057 0.149 0.167 -0.114 0.09
H 3.930 8.743 6.544 0.126 0.102 0.151 0.09
H 5.049 8.345 7.890 -0.084 0.184 -0.102 0.08
H -1.013 -5.564 -2.341 0.197 -0.164 0.132 0.07
H 2.949 5.093 4.702 -0.026 0.188 -0.084 0.07
H 7.274 8.148 4.786 -0.181 0.075 0.165 0.09
H -5.055 -0.247 -0.970 -0.169 -0.096 -0.101 0.06
H -8.494 -0.349 -2.641 0.033 -0.229 0.008 0.08
H 3.927 6.144 1.807 0.045 0.080 0.140 0.08
H -3.044 -6.107 -4.518 0.016 -0.231 -0.098 0.09
H -2.454 2.927 -2.559 -0.151 0.259 0.255 0.07
H -3.199 -0.866 2.766 -0.090 -0.094 0.082 0.05
H -2.337 -9.843 -4.923 -0.074 0.035 -0.213 0.08
H 5.045 5.747 3.153 -0.133 0.140 -0.008 0.06
H -4.737 1.299 3.180 -0.118 -0.177 0.065 0.08
H -2.237 -6.324 -1.300 0.162 0.071 0.006 0.08
H -1.574 6.699 -0.770 -0.153 -0.164 -0.041 0.08
H -2.492 -1.951 0.407 0.230 1.886 0.179 0.06
H 5.053 -2.071 0.376 -1.857 1.348 -0.436 0.07
H -4.488 2.163 4.714 0.022 -0.210 -0.089 0.08
H 0.942 -4.713 0.089 0.047 0.017 -0.226 0.08
H -3.393 3.352 -1.111 -0.139 0.039 -0.152 0.08
```
Forces are in eV/Å.